i) {"formula": "C4H15NO3", "method": "ωB97M-V/def2-TZVPD", "s_squared": 0.751, "total_charge": -1, "homo_energy_ev": [0.84, -4.70], "e_lumo_ev": [3.83, 3.56], "spin_multiplicity": 2, "homo_lumo_gap_ev": [3.0, 8.3], "symbols": ["C", "N", "C", "C", "C", "H", "H", "H", "H", "H", "H", "H", "H", "H", "H", "H", "O", "H", "H", "O", "H", "H", "O"], "xyz": [[-1.62, -0.79, 0.05], [1.08, -0.23, 0.61], [0.64, -0.37, -0.71], [-0.60, -0.61, -1.03], [1.68, 0.08, -1.69], [-1.27, -0.69, 1.11], [-2.32, 0.00, 0.01], [-2.16, -1.66, -0.20], [0.67, -0.82, 1.35], [2.09, 0.09, 0.67], [-1.09, -0.53, -1.98], [2.06, 1.04, -1.50], [1.09, 0.38, -2.61], [2.39, -0.74, -1.95], [-0.43, -3.41, -0.43], [1.10, -3.34, 0.11], [0.15, -3.64, 0.24], [0.42, 3.56, -0.11], [1.09, 2.30, -0.12], [1.20, 3.16, 0.03], [-1.85, 1.40, 2.53], [-1.86, 1.77, 1.18], [-2.36, 2.02, 1.97]], "mulliken_charge": [-2.002, -1.708, 0.612, -0.638, -1.912, -0.076, 0.674, 0.781, 0.668, 0.781, 0.352, 0.293, 0.347, 0.638, 0.303, 0.378, -0.672, 0.471, 0.282, -0.592, 0.391, 0.336, -0.707]}

=====

ii) {"formula": "C4H15NO3", "method": "ωB97M-V/def2-TZVPD", "s_squared": 0.750, "total_charge": -1, "homo_energy_ev": [0.75, -5.65], "e_lumo_ev": [3.57, 3.47], "spin_multiplicity": 2, "homo_lumo_gap_ev": [2.8, 9.1], "symbols": ["C", "C", "C", "C", "N", "H", "H", "H", "H", "H", "H", "H", "H", "H", "H", "H", "O", "H", "H", "O", "H", "H", "O"], "xyz": [[-1.32, 1.46, 1.07], [0.07, 0.98, 1.62], [0.90, 0.48, 0.44], [1.57, -0.64, 0.65], [-2.12, 0.37, 0.32], [-1.08, 2.34, 0.56], [-2.06, 1.65, 1.83], [0.00, 0.18, 2.29], [0.65, 1.91, 1.87], [1.12, 1.24, -0.30], [1.61, -1.30, 1.54], [2.28, -1.23, 0.00], [-2.00, 0.46, -0.69], [-2.03, -0.46, 0.89], [2.68, 0.54, -1.74], [1.79, 0.87, -2.86], [2.24, 1.30, -2.16], [-1.08, -3.34, 0.00], [-1.64, -2.53, 1.14], [-0.92, -2.62, 0.52], [-0.16, -0.16, -1.68], [-0.63, -1.03, -2.80], [0.13, -0.48, -2.52]], "mulliken_charge": [-1.034, -1.025, 0.084, -1.189, -0.887, 0.535, 0.404, 0.537, 0.317, 0.702, 0.175, 0.258, 0.356, 0.314, 0.329, 0.317, -0.739, 0.140, 0.293, -0.681, 0.205, 0.429, -0.841]}

=====

iii) {"formula": "C4H15NO3", "method": "ωB97M-V/def2-TZVPD", "s_squared": 0.750, "total_charge": -1, "homo_energy_ev": [0.78, -5.84], "e_lumo_ev": [3.13, 3.02], "spin_multiplicity": 2, "homo_lumo_gap_ev": [2.3, 8.9], "symbols": ["N", "C", "C", "C", "C", "H", "H", "H", "H", "H", "H", "H", "H", "H", "H", "H", "O", "H", "H", "O", "H", "H", "O"], "xyz": [[1.93, -0.93, 1.11], [0.95, 0.10, 0.81], [-2.38, -0.79, -1.05], [-1.46, -0.30, 0.00], [-0.12, -0.42, -0.12], [2.15, -1.10, 2.08], [1.71, -1.87, 0.80], [1.40, 0.97, 0.31], [0.64, 0.51, 1.78], [-3.20, -1.43, -0.70], [-2.92, 0.03, -1.57], [-1.93, -1.25, -1.93], [-1.92, 0.20, 0.84], [0.22, -0.88, -1.03], [1.84, 3.34, -0.85], [2.62, 2.69, 0.37], [2.64, 3.37, -0.31], [0.44, -3.36, -1.74], [-0.87, -2.96, -1.05], [-0.04, -3.39, -0.90], [0.10, 2.17, 1.29], [-0.95, 3.09, 0.77], [-0.84, 2.19, 1.10]], "mulliken_charge": [-0.389, -1.470, -1.652, -0.310, 0.409, 0.250, 0.288, -0.779, 0.593, 0.347, 0.405, 0.385, 0.474, 0.315, 0.485, 0.373, -0.932, 0.338, 0.279, -0.634, 0.332, 0.222, -0.329]}

=====

It is iii) that is the most stable of them.

=====

i) {"formula": "CH2FNO3", "method": "ωB97M-V/def2-TZVPD", "homo_energy_ev": [-10.17, -9.31], "e_lumo_ev": [-1.41, -1.84], "homo_lumo_gap_ev": [8.8, 7.5], "symbols": ["C", "N", "O", "O", "O", "F", "H", "H"], "xyz": [[1.36, 0.34, 0.78], [1.79, -0.17, -0.41], [0.64, -0.68, -0.89], [0.57, 0.14, 1.61], [-1.63, -0.17, 0.25], [-2.91, 0.35, 0.46], [-1.79, -0.70, -0.97], [1.97, 0.89, -0.84]], "mulliken_charge": [0.332, -0.044, -0.421, -0.198, -0.247, -0.162, 0.413, 0.326]}

=====

ii) {"formula": "CH2FNO3", "method": "ωB97M-V/def2-TZVPD", "homo_energy_ev": [-10.82, -10.83], "e_lumo_ev": [-3.60, -3.60], "homo_lumo_gap_ev": [7.2, 7.2], "symbols": ["C", "N", "O", "O", "O", "F", "H", "H"], "xyz": [[-0.24, 0.68, -0.22], [-1.08, -0.39, 0.03], [-1.36, -0.63, 1.16], [-1.49, -1.04, -0.94], [1.56, -0.85, 0.37], [2.82, -0.35, 0.39], [-0.26, 1.63, 0.46], [0.04, 0.96, -1.25]], "mulliken_charge": [-0.178, 0.855, -0.467, -0.507, -0.221, -0.064, 0.275, 0.306]}

=====

It is i) that is the most stable of them.

=====

i) {"formula": "C4H2N2O", "method": "ωB97M-V/def2-TZVPD", "homo_energy_ev": -10.79, "e_lumo_ev": -0.73, "homo_lumo_gap_ev": 10.1, "symbols": ["N", "C", "O", "C", "C", "C", "N", "H", "H"], "xyz": [[0.74, 0.00, 1.32], [0.19, 0.98, 0.57], [0.66, 2.09, 0.42], [-1.06, 0.59, -0.14], [-1.89, 1.13, -1.01], [-2.56, -1.23, -0.87], [-1.70, -0.68, -0.23], [0.31, -0.90, 1.45], [1.63, 0.18, 1.76]], "mulliken_charge": [-0.352, 0.051, -0.573, 0.734, -0.151, -0.042, -0.130, 0.232, 0.233]}

=====

ii) {"formula": "C4H2N2O", "method": "ωB97M-V/def2-TZVPD", "homo_energy_ev": -10.89, "e_lumo_ev": -0.44, "homo_lumo_gap_ev": 10.4, "symbols": ["N", "C", "O", "C", "C", "C", "N", "H", "H"], "xyz": [[-0.62, -1.24, -0.88], [-0.09, -1.35, 0.37], [0.42, -2.35, 0.83], [-0.15, -0.10, 1.13], [-0.20, 1.00, 1.61], [-0.76, 2.26, 1.45], [-1.40, 3.13, 1.05], [-1.10, -0.42, -1.23], [-0.53, -2.04, -1.48]], "mulliken_charge": [-0.367, 0.288, -0.541, 0.125, 0.123, 0.265, -0.338, 0.218, 0.228]}

=====

iii) {"formula": "C4H2N2O", "method": "ωB97M-V/def2-TZVPD", "homo_energy_ev": -11.18, "e_lumo_ev": -0.74, "homo_lumo_gap_ev": 10.4, "symbols": ["C", "C", "C", "C", "H", "H", "N", "N", "O"], "xyz": [[-0.27, 1.09, -0.83], [0.18, -0.07, 0.24], [-0.82, -0.62, 1.23], [1.01, -1.07, -0.43], [-1.65, 1.19, -0.54], [0.96, 0.56, 1.02], [-1.94, -0.74, 1.72], [2.03, -1.76, -0.68], [0.50, 1.42, -1.73]], "mulliken_charge": [0.104, 0.435, 0.132, 0.072, 0.242, 0.239, -0.418, -0.427, -0.379]}

=====

It is ii) that is the most stable of them.

=====

i) {"formula": "C4H12NO4", "method": "ωB97M-V/def2-TZVPD", "total_charge": -1, "homo_energy_ev": -4.63, "e_lumo_ev": 3.60, "homo_lumo_gap_ev": 8.2, "symbols": ["C", "C", "C", "N", "C", "O", "O", "H", "H", "H", "H", "H", "H", "H", "H", "H", "H", "O", "H", "H", "O"], "xyz": [[-0.44, 1.73, 0.55], [-0.98, 0.37, 0.17], [-2.28, 0.45, -0.60], [0.06, -0.67, -0.42], [0.28, -2.05, 0.26], [1.11, -2.67, -0.37], [0.02, -2.12, 1.47], [-0.32, 2.24, -0.51], [-1.14, 2.34, 1.18], [0.52, 1.88, 1.03], [-1.25, -0.19, 1.15], [-2.34, 1.09, -1.59], [-3.05, 0.96, -0.02], [-2.65, -0.55, -0.92], [0.32, -0.44, -1.38], [1.23, -0.02, 1.29], [1.85, -0.95, 2.08], [2.13, -0.09, 1.78], [2.38, 0.33, -1.49], [2.43, -1.26, -1.59], [2.10, -0.39, -2.10]], "mulliken_charge": [-1.177, 0.473, -1.412, -0.180, 0.397, -0.726, -0.699, 0.197, 0.273, 0.385, 0.222, 0.268, 0.398, 0.326, 0.371, 0.309, 0.364, -0.732, 0.318, 0.366, -0.742]}

=====

ii) {"formula": "C4H12NO4", "method": "ωB97M-V/def2-TZVPD", "total_charge": -1, "homo_energy_ev": -4.46, "e_lumo_ev": 3.66, "homo_lumo_gap_ev": 8.1, "symbols": ["C", "O", "C", "C", "C", "O", "N", "H", "H", "H", "H", "H", "H", "H", "H", "H", "H", "O", "H", "H", "O"], "xyz": [[-1.32, 0.07, 0.22], [-0.82, 1.24, -0.34], [-0.24, -0.97, 0.50], [1.10, -0.74, -0.24], [2.23, -1.45, 0.43], [2.38, -2.65, 0.44], [-0.79, -2.33, 0.36], [-1.81, 0.28, 1.18], [-2.12, -0.32, -0.43], [0.04, -0.89, 1.55], [1.04, -0.93, -1.31], [1.21, 0.34, -0.15], [2.96, -0.77, 0.90], [-0.15, -3.00, 0.77], [-0.87, -2.55, -0.62], [0.48, 2.95, 1.38], [-0.53, 1.83, 0.68], [0.01, 2.16, 1.73], [-1.52, 2.51, -2.86], [-0.62, 2.37, -1.65], [-0.67, 2.82, -2.53]], "mulliken_charge": [-0.872, -0.847, 0.026, -0.483, 0.009, -0.521, -0.699, 0.235, 0.392, 0.391, 0.354, 0.271, 0.348, 0.300, 0.264, 0.218, 0.397, -0.890, 0.258, 0.547, -0.696]}

=====

It is i) that is the most stable of them.

=====

i) {"formula": "C4H15N2O2", "method": "ωB97M-V/def2-TZVPD", "total_charge": 1, "homo_energy_ev": -13.82, "e_lumo_ev": -7.77, "homo_lumo_gap_ev": 6.1, "symbols": ["C", "C", "C", "C", "N", "N", "H", "H", "H", "H", "H", "H", "H", "H", "H", "H", "H", "H", "H", "O", "H", "H", "O"], "xyz": [[0.89, -0.25, 2.94], [0.93, -0.51, 1.37], [0.30, 0.63, 0.67], [0.82, 1.27, -0.43], [0.01, 2.08, -1.24], [-1.00, 0.94, 0.95], [1.33, 0.74, 3.10], [-0.18, -0.35, 3.27], [1.38, -1.00, 3.56], [0.19, -1.32, 1.29], [1.94, -0.62, 1.00], [1.86, 1.03, -0.68], [0.24, 2.95, -1.70], [-0.35, 1.47, -1.96], [-1.37, 1.76, 0.45], [-1.60, 0.11, 1.04], [-2.07, -0.78, 0.43], [-1.40, -1.32, -0.99], [-1.23, -2.85, -1.08], [-0.92, -2.03, -1.50], [-0.13, -1.16, -2.99], [0.34, -0.54, -4.20], [0.02, -0.26, -3.32]], "mulliken_charge": [-1.064, -0.208, 0.037, 0.021, -0.498, -0.108, 0.328, 0.295, 0.376, 0.087, 0.464, 0.316, 0.291, 0.239, 0.364, 0.086, 0.140, 0.126, 0.367, -0.670, 0.313, 0.330, -0.630]}

=====

ii) {"formula": "C4H15N2O2", "method": "ωB97M-V/def2-TZVPD", "total_charge": 1, "homo_energy_ev": -14.91, "e_lumo_ev": -3.72, "homo_lumo_gap_ev": 11.2, "symbols": ["C", "C", "C", "N", "C", "N", "H", "H", "H", "H", "H", "H", "H", "H", "H", "H", "H", "H", "H", "O", "H", "H", "O"], "xyz": [[1.76, 0.38, -0.99], [1.79, -0.15, 0.46], [0.61, 0.03, 1.28], [-2.07, 1.40, 1.06], [-0.92, 2.07, 1.39], [0.24, 1.43, 1.67], [2.54, -0.10, -1.56], [0.91, 0.22, -1.70], [1.96, 1.35, -1.24], [2.73, 0.29, 0.94], [1.86, -1.30, 0.27], [0.82, -0.45, 2.25], [-0.19, -0.38, 0.72], [-2.77, 1.84, 0.58], [-2.14, 0.44, 0.67], [-1.03, 3.07, 1.72], [0.98, 2.03, 1.79], [-0.43, -2.25, -2.05], [0.22, -2.35, -3.35], [-0.50, -1.85, -2.94], [-2.84, -2.14, 0.11], [-1.58, -2.00, -0.98], [-1.97, -1.59, -0.07]], "mulliken_charge": [-1.415, -0.252, 0.020, -0.304, 0.114, -0.035, 0.399, 0.364, 0.459, 0.287, 0.243, 0.182, -0.148, 0.298, 0.201, 0.404, 0.252, 0.268, 0.345, -0.589, 0.314, 0.249, -0.657]}

=====

It is ii) that is the most stable of them.